Here is a structure of composition C60H45FHgN10PS at a distorted geometry from the Open Molecules 2025 dataset. Energies are from ωB97M-V/def2-TZVPD.

Properties
Largest force on an atom: 2.4 eV/Å
<S²>: 0.784
Total energy: -3853.89979 hartree
Frontier orbital gap (spin up / spin down): 4.1 / 7.5 eV
2S+1: 2

Each line ends with the Mulliken charge.
Element x y z (Å)
Hg -0.62 0.11 -0.04  2.900
C 2.93 -2.43 3.45  -1.125
N 1.86 -2.35 2.48  0.606
C 1.60 -1.32 1.64  -0.938
N 0.56 -1.60 0.86  0.127
C 0.12 -2.84 1.22  -0.731
C 0.93 -3.33 2.24  0.878
C 0.89 -4.65 2.86  0.074
C 0.90 -4.83 4.24  -0.174
C 0.80 -6.11 4.78  -0.817
C 0.70 -7.21 3.94  -0.470
C 0.67 -7.04 2.57  -0.915
C 0.77 -5.77 2.03  -0.113
C -1.05 -3.53 0.68  0.324
C -1.88 -4.23 1.56  0.153
C -2.94 -4.98 1.09  -1.096
C -3.19 -5.04 -0.28  -0.632
C -2.40 -4.31 -1.16  -0.824
C -1.34 -3.56 -0.68  -0.317
P 2.78 0.08 1.46  -0.620
C 2.91 0.06 -0.35  -1.105
N 1.92 0.05 -1.22  0.764
C 2.48 0.03 -2.46  -0.602
C 3.86 0.02 -2.34  0.517
N 4.12 0.05 -0.99  0.492
C 5.41 0.12 -0.34  -1.139
C 4.90 0.05 -3.37  0.344
C 4.76 0.90 -4.47  -0.260
C 5.75 0.97 -5.43  -0.769
C 6.90 0.19 -5.31  -0.442
C 7.03 -0.67 -4.24  -0.701
C 6.04 -0.75 -3.28  -0.434
C 1.69 -0.05 -3.69  0.283
C 0.63 0.83 -3.91  -0.317
C -0.11 0.73 -5.07  -0.671
C 0.19 -0.24 -6.02  -0.385
C 1.24 -1.12 -5.80  -0.704
C 1.99 -1.02 -4.64  -0.378
C 1.66 1.52 1.59  -1.004
N 0.53 1.72 0.94  0.742
C 0.08 2.97 1.27  -0.734
C 0.98 3.55 2.14  1.017
N 1.98 2.62 2.32  0.406
C 3.15 2.76 3.17  -1.219
C 0.86 4.83 2.85  0.257
C 1.92 5.71 2.99  -0.344
C 1.74 6.92 3.65  -0.774
C 0.50 7.26 4.15  -0.429
C -0.57 6.38 4.01  -0.814
C -0.39 5.17 3.36  -0.285
C -1.13 3.57 0.72  -0.121
C -1.08 4.86 0.18  -0.538
C -2.23 5.44 -0.33  -0.748
C -3.43 4.76 -0.30  -0.526
C -3.49 3.48 0.24  -0.814
C -2.34 2.89 0.75  -0.038
H 3.77 -1.84 3.11  0.398
H 3.24 -3.47 3.56  0.454
H 2.61 -2.06 4.42  0.273
H 0.95 -3.97 4.89  0.425
H 0.79 -6.24 5.85  0.406
H 0.62 -8.20 4.37  0.414
H 0.56 -7.89 1.91  0.434
H 0.74 -5.63 0.95  0.496
H -1.69 -4.17 2.62  0.599
H -3.58 -5.50 1.78  0.382
H -4.01 -5.63 -0.66  0.409
H -2.61 -4.34 -2.22  0.444
H -0.72 -2.99 -1.37  0.737
H 6.14 0.53 -1.03  0.560
H 5.73 -0.86 0.00  0.259
H 5.34 0.78 0.53  0.354
H 3.87 1.51 -4.56  0.482
H 5.63 1.63 -6.28  0.412
H 7.68 0.26 -6.06  0.397
H 7.92 -1.29 -4.14  0.391
H 6.13 -1.45 -2.46  0.453
H 0.40 1.58 -3.17  0.377
H -0.94 1.41 -5.24  0.423
H -0.41 -0.32 -6.92  0.405
H 1.47 -1.89 -6.53  0.404
H 2.81 -1.71 -4.47  0.499
H 2.92 3.43 3.99  0.519
H 3.99 3.15 2.61  0.314
H 3.42 1.78 3.57  0.442
H 2.89 5.47 2.57  0.452
H 2.58 7.60 3.75  0.396
H 0.36 8.21 4.65  0.401
H -1.54 6.64 4.40  0.424
H -1.22 4.48 3.26  0.481
H -0.14 5.39 0.15  0.464
H -2.17 6.43 -0.77  0.412
H -4.33 5.22 -0.70  0.407
H -4.43 2.94 0.28  0.473
H -2.38 1.89 1.17  0.471
S -5.43 -3.74 5.18  0.011
N -4.03 -2.95 5.53  -0.811
C -3.65 -2.32 4.43  0.946
C -2.49 -1.50 4.30  0.486
C -1.66 -1.24 5.38  -0.560
C -0.57 -0.40 5.21  -1.538
C -0.37 0.14 3.93  0.184
N -1.12 -0.09 2.89  0.562
C -2.20 -0.90 3.02  -1.009
C -3.04 -1.15 1.90  -0.683
N -2.70 -0.67 0.65  0.358
C -3.53 -0.87 -0.36  -0.549
C -4.73 -1.57 -0.26  -1.271
C -5.07 -2.13 0.96  -0.455
C -4.24 -1.93 2.05  0.288
C -4.53 -2.52 3.33  1.038
N -5.56 -3.29 3.61  -0.805
H -1.89 -1.68 6.34  0.520
H 0.09 -0.15 6.03  0.517
H 0.48 0.81 3.78  0.232
H -3.22 -0.45 -1.31  0.650
H -5.35 -1.70 -1.13  0.410
H -5.97 -2.72 1.08  0.514
F -1.50 1.05 -1.54  -0.791